Entry 1:
The molecule C10H9N3O in a non-equilibrium geometry, computed with ωB97M-V/def2-TZVPD.

Each line ends with the natural charge from an NBO analysis.
CARTESIAN COORDINATES (ANGSTROEM)
C 2.40 0.39 -1.44  -0.39
N 1.22 0.25 -0.52  -0.43
C 1.20 -0.80 0.31  0.67
O 2.07 -1.65 0.47  -0.61
C 0.01 -0.76 1.25  -0.33
C -0.14 0.58 1.77  -0.17
C -0.19 1.58 0.89  -0.23
C 0.02 1.11 -0.48  -0.03
C -1.41 0.09 -0.65  -0.33
C -2.47 0.97 -0.34  0.27
N -3.41 1.55 -0.05  -0.29
C -1.34 -1.00 0.34  -0.32
C -1.18 -2.22 -0.26  0.25
N -0.76 -3.25 -0.54  -0.27
H 2.08 0.16 -2.37  0.19
H 2.72 1.35 -1.46  0.20
H 3.16 -0.31 -1.10  0.25
H 0.16 -1.68 1.88  0.28
H -0.15 0.62 2.92  0.24
H -0.35 2.61 1.18  0.24
H -0.03 1.96 -1.11  0.24
H -1.35 -0.41 -1.64  0.28
H -2.28 -1.13 0.95  0.28

Results
Gap between HOMO and LUMO = 10.149 eV
Total energy = -625.87422 Eh
Energy above the lowest of the compared OMol25 structures with the same formula, charge and spin = 2.661 eV
LUMO = 0.4609 eV
Charge = 0
M = 187.20 g/mol
SMILES = CN1C(=O)[C@H]2C=C[C@@H]1[C@H](C#N)[C@H]2C#N

Entry 2:
The molecule C4H6ClF2N in a non-equilibrium geometry, computed with ωB97M-V/def2-TZVPD.

Each line ends with the natural charge from an NBO analysis.
CARTESIAN COORDINATES (ANGSTROEM)
C 2.03 0.25 0.82  -0.64
C 0.90 0.63 -0.09  0.02
N 0.54 2.09 -0.37  -0.76
C 0.35 -0.39 -1.08  0.12
F 0.69 -1.83 -1.04  -0.37
C -0.35 -0.16 0.25  0.26
F -0.19 -0.97 1.35  -0.31
Cl -2.01 0.23 0.08  0.01
H 2.11 0.68 1.91  0.25
H 3.05 0.59 0.20  0.21
H 2.23 -0.83 1.05  0.27
H 1.31 2.46 -0.90  0.36
H -0.41 1.87 -1.15  0.36
H 0.01 -0.18 -2.13  0.22

Results
Gap between HOMO and LUMO = 10.619 eV
Total energy = -870.55659 Eh
Energy above the lowest of the compared OMol25 structures with the same formula, charge and spin = 3.317 eV
LUMO = 0.6505 eV
Charge = 0
M = 141.55 g/mol
SMILES = C[C@@]1(N)[C@@H](F)[C@]1(F)Cl

Entry 3:
The molecule C4H7NO, computed with ωB97M-V/def2-TZVPD.

Each line ends with the natural charge from an NBO analysis.
CARTESIAN COORDINATES (ANGSTROEM)
O -1.47 -0.93 0.95  -0.70
C -1.03 -0.13 -0.13  0.08
C -0.25 1.15 0.29  -0.26
N 0.90 0.78 -0.58  -0.37
C 1.38 -0.52 -0.13  -0.27
C 0.19 -0.48 -0.97  -0.12
H -0.93 -0.74 1.72  0.47
H -1.86 0.00 -0.81  0.19
H 0.01 1.21 1.35  0.18
H -0.68 2.11 -0.01  0.21
H 1.23 -0.84 0.90  0.18
H 2.33 -0.81 -0.57  0.22
H 0.17 -0.79 -2.02  0.21

Results
Gap between HOMO and LUMO = 10.498 eV
Total energy = -286.52200 Eh
Energy above the lowest of the compared OMol25 structures with the same formula, charge and spin = 2.984 eV
LUMO = 0.9639 eV
Charge = 0
M = 85.11 g/mol
SMILES = O[C@H]1CN2C[C@@H]12

Entry 4:
The molecule C9H7ClFNO2S in a non-equilibrium geometry, computed with ωB97M-V/def2-TZVPD.

Each line ends with the natural charge from an NBO analysis.
CARTESIAN COORDINATES (ANGSTROEM)
C -2.62 0.67 -1.54  0.23
C 1.32 1.44 0.91  -0.22
C 2.67 1.49 0.69  -0.27
C 2.20 0.58 -1.51  -0.28
C 0.48 0.78 0.06  0.23
C 3.10 1.00 -0.53  0.42
C 0.91 0.27 -1.21  -0.07
C -1.59 -2.18 1.71  -0.85
C -1.83 0.08 -0.03  -0.10
N -3.08 1.09 -2.50  -0.36
O -2.66 -2.27 -0.74  -0.95
O -0.88 0.92 0.41  -0.50
F 4.39 0.98 -0.84  -0.31
S -1.44 -1.74 -0.09  1.25
Cl -0.12 -0.57 -2.33  0.08
H 0.80 1.85 1.79  0.24
H 3.32 1.94 1.31  0.23
H 2.53 0.34 -2.49  0.24
H -2.65 -1.98 2.16  0.25
H -0.82 -1.58 2.31  0.24
H -1.26 -3.30 1.71  0.26
H -2.75 0.19 0.74  0.25

Results
Gap between HOMO and LUMO = 9.642 eV
Total energy = -1510.48183 Eh
Energy above the lowest of the compared OMol25 structures with the same formula, charge and spin = 0.000 eV
LUMO = 0.3247 eV
Charge = 0
M = 247.68 g/mol